C56H47GeN4O4P2S3Tc | ωB97M-V/def2-TZVPD

Computed properties:
Gap between HOMO and LUMO (spin up / spin down) ... 7.008 / 7.048 eV
E ... -6717.0808 hartree

Geometry as XYZ:
```
118
C56H47GeN4O4P2S3Tc ωB97M-V/def2-TZVPD
Tc 1.016 0.384 -0.312
S -1.253 -1.950 1.614
P -0.955 -0.147 2.282
C -0.368 0.925 0.970
P -0.835 2.554 0.494
S -0.157 2.527 -1.404
C 0.084 3.939 1.231
C -0.354 5.243 0.997
C 0.398 6.313 1.453
C 1.598 6.091 2.116
C 2.069 4.797 2.279
C 1.318 3.721 1.832
C -2.598 2.909 0.711
C -3.457 2.086 -0.015
C -4.825 2.189 0.160
C -5.338 3.128 1.043
C -4.485 3.942 1.772
C -3.111 3.820 1.628
C 0.290 -0.066 3.626
C 0.746 1.145 4.141
C 1.606 1.158 5.230
C 2.065 -0.036 5.767
C 1.674 -1.244 5.206
C 0.770 -1.260 4.153
C -2.460 0.485 3.140
C -3.672 -0.126 2.827
C -4.836 0.240 3.484
C -4.802 1.218 4.466
C -3.601 1.832 4.783
C -2.436 1.468 4.126
H -1.273 5.410 0.451
H 0.057 7.325 1.278
H 2.173 6.928 2.492
H 3.031 4.630 2.747
H 1.697 2.713 1.935
H -3.025 1.375 -0.708
H -5.496 1.531 -0.378
H -6.409 3.219 1.174
H -4.889 4.670 2.464
H -2.447 4.428 2.226
H 0.434 2.078 3.689
H 1.916 2.102 5.662
H 2.731 -0.025 6.622
H 2.066 -2.174 5.597
H 0.423 -2.191 3.723
H -3.679 -0.909 2.080
H -5.771 -0.247 3.238
H -5.707 1.492 4.994
H -3.568 2.596 5.551
H -1.510 1.946 4.409
N 1.583 -0.530 -2.267
C 1.980 -0.374 -3.477
N 3.281 -0.372 -3.919
C 4.256 -1.171 -3.480
N 5.129 -1.878 -3.224
C 0.752 -6.589 2.129
C 1.871 -5.674 1.714
C 1.738 -4.846 0.605
C 2.750 -3.973 0.242
C 3.899 -3.922 1.008
C 4.078 -4.770 2.094
C 3.066 -5.647 2.435
S 5.134 -2.690 0.728
O 4.691 -1.752 -0.265
O 6.425 -3.283 0.553
N 5.240 -2.007 2.260
C 4.133 -1.366 2.994
C 3.679 0.051 2.571
C 2.781 0.091 1.358
O 2.806 1.072 0.556
O 1.889 -0.792 1.217
H -0.206 -6.225 1.760
H 0.702 -6.665 3.215
H 0.913 -7.592 1.730
H 0.816 -4.849 0.038
H 2.646 -3.319 -0.614
H 5.001 -4.719 2.656
H 3.192 -6.308 3.284
H 6.077 -1.433 2.256
H 4.472 -1.319 4.030
H 3.271 -2.032 2.940
H 4.537 0.704 2.412
H 3.064 0.470 3.371
C 0.271 -0.381 -1.918
Ge -0.756 -0.311 -3.613
C 0.982 0.012 -4.576
C 1.348 -0.775 -5.815
C 2.605 -0.633 -6.210
C 3.410 0.253 -5.278
C 2.689 1.585 -5.167
C 1.430 1.465 -4.772
C -2.154 1.022 -3.968
C -3.355 0.893 -3.274
C -4.403 1.768 -3.508
C -4.269 2.768 -4.462
C -3.090 2.882 -5.182
C -2.035 2.015 -4.934
C -1.607 -2.024 -4.064
C -2.042 -2.225 -5.372
C -2.778 -3.350 -5.706
C -3.100 -4.275 -4.721
C -2.678 -4.080 -3.415
C -1.929 -2.958 -3.084
H 0.619 -1.407 -6.301
H 3.066 -1.103 -7.066
H 4.463 0.337 -5.526
H 3.204 2.510 -5.375
H 0.775 2.285 -4.512
H -3.462 0.091 -2.551
H -5.326 1.674 -2.950
H -5.092 3.444 -4.653
H -2.989 3.650 -5.938
H -1.122 2.115 -5.508
H -1.816 -1.480 -6.128
H -3.113 -3.491 -6.725
H -3.686 -5.149 -4.978
H -2.946 -4.795 -2.648
H -1.604 -2.800 -2.061
```


C56H47N11NaOP2SSe2 | ωB97M-V/def2-TZVPD

Computed properties:
Gap between HOMO and LUMO ... 5.982 eV
Energy relative to the best compared isomer or geometry (same formula, charge and spin) ... 6.7 kcal/mol
Net charge ... -1
E ... -8886.0572 hartree

Geometry as XYZ:
```
121
C56H47N11NaOP2SSe2 ωB97M-V/def2-TZVPD
Na 0.690 0.944 0.931
C 2.005 2.136 6.576
C 2.057 3.415 5.738
N 2.638 3.219 4.426
C 1.932 2.680 3.374
S 2.862 2.264 2.003
N 0.640 2.547 3.613
N -0.165 2.197 2.594
C -1.395 1.971 2.906
C -1.916 2.012 4.319
C -2.337 1.758 1.801
C -3.668 2.185 1.917
C -4.509 2.095 0.825
C -4.020 1.562 -0.360
C -2.704 1.125 -0.376
N -1.886 1.207 0.665
H 1.413 2.295 7.481
H 3.008 1.820 6.871
H 1.545 1.339 5.991
H 2.639 4.183 6.256
H 1.046 3.788 5.587
H 3.625 3.038 4.370
H -1.076 1.868 4.994
H -2.653 1.223 4.480
H -2.379 2.976 4.550
H -4.015 2.618 2.845
H -5.532 2.447 0.897
H -4.642 1.470 -1.241
H -2.287 0.672 -1.270
Se -4.038 -4.322 2.639
P -2.146 -3.835 3.441
C -1.065 -5.301 3.562
C 0.286 -5.117 3.848
C 1.124 -6.216 3.956
C 0.616 -7.496 3.784
C -0.730 -7.680 3.502
C -1.572 -6.582 3.387
C -2.359 -3.300 5.166
C -2.029 -4.125 6.233
C -2.289 -3.711 7.533
C -2.882 -2.481 7.767
C -3.223 -1.661 6.698
C -2.970 -2.072 5.402
C -1.124 -2.549 2.728
C -0.646 -2.107 1.475
N 0.303 -1.182 1.742
N 0.377 -1.028 3.051
N -0.472 -1.815 3.661
P -0.843 -2.589 -0.242
Se -0.098 -1.283 -1.712
C -0.033 -4.222 -0.339
C 1.251 -4.317 -0.862
C 1.886 -5.549 -0.919
C 1.228 -6.687 -0.473
C -0.055 -6.595 0.046
C -0.683 -5.362 0.126
C -2.607 -2.884 -0.537
C -3.508 -1.972 -0.002
C -4.847 -2.029 -0.351
C -5.294 -3.017 -1.213
C -4.398 -3.937 -1.742
C -3.053 -3.860 -1.423
H 0.669 -4.112 3.988
H 2.175 -6.072 4.170
H 1.274 -8.353 3.866
H -1.126 -8.679 3.364
H -2.624 -6.708 3.162
H -1.572 -5.089 6.051
H -2.020 -4.353 8.363
H -3.081 -2.160 8.782
H -3.682 -0.697 6.877
H -3.241 -1.445 4.563
H 1.735 -3.423 -1.237
H 2.889 -5.625 -1.321
H 1.716 -7.653 -0.535
H -0.569 -7.484 0.387
H -1.684 -5.283 0.534
H -3.158 -1.233 0.705
H -5.544 -1.318 0.073
H -6.344 -3.079 -1.469
H -4.752 -4.719 -2.403
H -2.347 -4.555 -1.860
C 3.300 7.609 -11.427
O 4.122 6.609 -10.863
C 3.707 6.041 -9.699
C 4.563 5.095 -9.143
C 4.235 4.467 -7.959
C 3.042 4.766 -7.297
C 2.193 5.713 -7.866
C 2.514 6.347 -9.054
C 2.665 4.156 -6.026
N 1.656 4.545 -5.281
C 1.676 3.740 -4.174
C 2.722 2.841 -4.249
N 3.346 3.121 -5.438
C 3.011 1.889 -3.230
C 4.091 0.996 -3.245
C 4.257 0.130 -2.192
C 3.324 0.161 -1.150
N 2.309 0.995 -1.113
C 2.145 1.867 -2.113
C 1.056 2.831 -2.002
N 0.334 2.819 -0.874
C -0.614 3.716 -0.718
C -0.937 4.673 -1.687
C -0.215 4.698 -2.856
C 0.818 3.770 -3.027
H 3.821 7.962 -12.312
H 3.155 8.444 -10.736
H 2.324 7.209 -11.718
H 5.489 4.873 -9.657
H 4.930 3.747 -7.543
H 1.272 5.944 -7.350
H 1.828 7.076 -9.464
H 4.132 2.630 -5.823
H 4.788 1.000 -4.075
H 5.084 -0.566 -2.166
H 3.407 -0.520 -0.309
H -1.141 3.687 0.230
H -1.739 5.377 -1.505
H -0.408 5.418 -3.641
```


C56H48O18 | ωB97M-V/def2-TZVPD

Computed properties:
Structure (SMILES) ... O=C1C=CC(=O)C=C1.O=C1C=CC(=O)C=C1.O=C1C=CC(=O)C=C1.O=C1C=CC(=O)C=C1.O=C1C=CC(=O)C=C1.O=C1C=CC(=O)C=C1.O=C1C=CC(=O)C=C1.O=C1C=CC(=O)C=C1.C1CCOC1.C1CCOC1
Gap between HOMO and LUMO ... 7.879 eV
E ... -3516.6234 hartree

Geometry as XYZ:
```
122
C56H48O18 ωB97M-V/def2-TZVPD
C -0.895 2.436 -5.770
C -0.084 1.598 -5.184
C 0.520 1.846 -3.838
O 1.323 1.060 -3.454
C 0.076 3.027 -3.014
C -0.935 3.725 -3.584
C -1.288 3.666 -5.024
O -1.802 4.601 -5.538
H -1.300 2.202 -6.701
H 0.352 0.731 -5.734
H 0.385 3.166 -1.967
H -1.420 4.495 -2.944
C -1.727 -0.864 6.829
C -3.046 -0.981 6.615
C -3.634 -2.273 6.132
O -4.779 -2.456 5.785
C -2.642 -3.441 6.036
C -1.317 -3.357 6.133
C -0.728 -1.979 6.532
O 0.451 -1.754 6.424
H -1.280 0.161 7.048
H -3.699 -0.140 6.704
H -3.155 -4.365 5.671
H -0.741 -4.181 5.949
C 1.382 -3.198 -3.459
C 0.481 -2.536 -4.186
C 0.383 -2.686 -5.687
O -0.355 -1.981 -6.318
C 1.300 -3.670 -6.326
C 2.075 -4.446 -5.583
C 2.266 -4.188 -4.094
O 3.274 -4.647 -3.562
H 1.460 -2.912 -2.396
H 0.043 -1.673 -3.704
H 1.375 -3.641 -7.440
H 2.807 -5.202 -5.955
C 1.818 4.098 4.905
C 3.151 3.983 5.035
C 3.784 2.676 5.380
O 5.010 2.526 5.269
C 2.841 1.527 5.591
C 1.505 1.740 5.559
C 0.868 3.016 5.208
O -0.337 3.156 5.120
H 1.432 5.102 4.574
H 3.883 4.820 4.861
H 3.326 0.551 5.618
H 0.792 0.934 5.629
C -0.521 -4.243 2.919
C -1.212 -3.492 2.058
C -2.508 -3.954 1.543
O -3.288 -3.254 0.895
C -2.991 -5.311 1.888
C -2.275 -6.023 2.751
C -0.985 -5.617 3.336
O -0.399 -6.274 4.223
H 0.444 -3.953 3.325
H -0.853 -2.524 1.793
H -3.881 -5.607 1.332
H -2.673 -6.987 3.110
C -3.093 -2.873 -4.331
C -3.828 -2.400 -3.361
C -4.784 -3.248 -2.686
O -5.520 -2.706 -1.897
C -4.848 -4.692 -2.958
C -3.997 -5.190 -3.889
C -3.112 -4.321 -4.664
O -2.363 -4.860 -5.443
H -2.267 -2.335 -4.850
H -3.727 -1.386 -2.852
H -5.688 -5.176 -2.449
H -3.909 -6.213 -4.223
C 3.989 1.754 -2.671
C 4.195 0.942 -3.693
C 3.945 1.530 -5.093
O 3.640 0.860 -6.009
C 4.020 2.998 -5.182
C 3.905 3.777 -4.145
C 3.705 3.195 -2.843
O 3.278 3.812 -1.900
H 4.139 1.476 -1.638
H 4.374 -0.129 -3.608
H 4.128 3.338 -6.218
H 3.938 4.800 -4.485
C -3.443 -0.003 0.659
C -3.737 -0.317 1.941
C -3.288 0.534 3.088
O -3.589 0.330 4.214
C -2.380 1.707 2.802
C -2.242 2.099 1.532
C -2.590 1.173 0.392
O -2.205 1.327 -0.741
H -3.617 -0.688 -0.237
H -4.391 -1.129 2.143
H -2.112 2.443 3.574
H -1.833 3.084 1.324
C 1.444 6.171 1.225
C 2.958 5.814 1.489
C 2.861 4.244 1.406
O 1.500 3.849 1.201
C 0.921 4.912 0.475
H 1.402 7.001 0.531
H 0.919 6.408 2.165
H 3.323 6.120 2.473
H 3.523 6.313 0.652
H 3.325 3.700 2.299
H 3.340 3.906 0.537
H -0.205 4.701 0.346
H 1.227 4.889 -0.553
C 2.183 0.240 0.283
C 1.858 -0.748 -0.829
C 0.298 -0.814 -0.821
O -0.071 -0.387 0.458
C 1.071 -0.060 1.293
H 1.966 1.208 -0.174
H 3.154 0.144 0.647
H 2.292 -1.718 -0.664
H 2.187 -0.279 -1.761
H -0.072 -1.873 -1.030
H -0.204 -0.117 -1.509
H 1.309 -0.878 1.947
H 0.744 0.706 1.993
```


C56H53BaBr2Cl4GeN5O5Se2 | ωB97M-V/def2-TZVPD

Computed properties:
Gap between HOMO and LUMO ... 7.485 eV
Energy relative to the best compared isomer or geometry (same formula, charge and spin) ... 99.3 kcal/mol
E ... -16709.9490 hartree

Geometry as XYZ:
```
129
C56H53BaBr2Cl4GeN5O5Se2 ωB97M-V/def2-TZVPD
Ba 1.146 -0.106 -1.536
Se -1.835 -1.689 1.744
Se 0.406 -1.623 1.224
C 1.053 -1.070 2.938
C 0.309 -0.700 4.051
C 0.986 -0.455 5.230
C 2.366 -0.596 5.264
C 3.011 -0.963 4.094
N 2.373 -1.189 2.959
C -2.739 -0.714 0.365
C -4.099 -0.462 0.558
C -4.810 0.115 -0.470
C -4.136 0.445 -1.640
C -2.776 0.198 -1.710
N -2.089 -0.380 -0.733
H -0.766 -0.615 3.990
H 0.442 -0.171 6.120
H 2.919 -0.436 6.175
H 4.085 -1.099 4.063
H -4.564 -0.719 1.498
H -5.868 0.302 -0.375
H -4.657 0.881 -2.477
H -2.199 0.481 -2.580
C -2.219 2.238 2.603
C -0.763 2.242 2.959
C -0.328 2.713 4.216
C 1.004 2.685 4.518
C 1.931 2.238 3.552
C 3.322 2.160 3.742
Br 4.086 2.641 5.424
C 4.156 1.725 2.743
C 3.622 1.382 1.510
Br 4.771 0.814 0.102
C 2.258 1.432 1.209
O 1.784 1.180 0.055
C 1.400 1.822 2.302
N 0.080 1.818 2.053
H -2.606 3.257 2.606
H -2.789 1.654 3.324
H -2.352 1.810 1.613
H -1.053 3.082 4.925
H 1.358 3.015 5.485
H 5.224 1.651 2.890
Cl 3.016 -2.428 -5.346
C 2.370 -4.042 -5.298
C 1.717 -4.538 -6.408
C 1.157 -5.805 -6.362
C 1.214 -6.537 -5.190
C 1.854 -6.027 -4.074
Cl 1.743 -6.939 -2.605
C 2.508 -4.783 -4.107
N 3.200 -4.229 -3.066
C 3.912 -4.882 -2.071
C 4.492 -6.130 -2.320
C 5.167 -6.802 -1.324
C 5.284 -6.238 -0.065
C 4.767 -4.978 0.163
C 4.088 -4.273 -0.823
C 3.691 -2.858 -0.482
C 2.677 -2.109 -1.347
O 3.105 -1.211 -2.095
O 1.457 -2.344 -1.211
H 1.654 -3.940 -7.304
H 0.659 -6.214 -7.227
H 0.736 -7.503 -5.119
H 3.283 -3.222 -3.096
H 4.411 -6.564 -3.307
H 5.601 -7.768 -1.529
H 5.786 -6.768 0.729
H 4.887 -4.521 1.133
H 4.603 -2.255 -0.492
H 3.281 -2.844 0.534
Cl -0.179 6.626 -4.126
C -0.424 5.571 -5.486
C -1.380 5.882 -6.432
C -1.588 5.016 -7.493
C -0.903 3.816 -7.547
C 0.031 3.496 -6.580
Cl 0.734 1.912 -6.565
C 0.361 4.411 -5.567
N 1.351 4.183 -4.650
C 2.593 3.612 -4.920
C 3.134 3.638 -6.204
C 4.376 3.082 -6.447
C 5.094 2.499 -5.415
C 4.563 2.490 -4.135
C 3.321 3.046 -3.868
C 2.784 3.100 -2.461
C 1.331 2.693 -2.382
O 0.467 3.489 -1.833
O 0.952 1.628 -2.837
H -1.944 6.796 -6.340
H -2.308 5.257 -8.258
H -1.098 3.100 -8.326
H 1.274 4.703 -3.786
H 2.582 4.116 -7.001
H 4.785 3.118 -7.446
H 6.067 2.067 -5.596
H 5.119 2.039 -3.328
H 2.921 4.107 -2.044
H 3.344 2.389 -1.854
C -4.165 5.488 0.709
C -3.514 6.631 -0.067
C -1.984 6.565 -0.079
C -1.451 5.387 -0.884
Ge 0.528 5.115 -0.902
C 1.383 4.655 0.846
C 1.471 5.745 1.913
C 2.757 6.567 1.862
C 2.922 7.316 0.546
H -5.214 5.711 0.894
H -3.672 5.347 1.669
H -4.121 4.556 0.148
H -3.806 7.587 0.380
H -3.888 6.628 -1.093
H -1.633 6.505 0.953
H -1.607 7.497 -0.504
H -1.790 5.463 -1.917
H -1.830 4.449 -0.476
H 1.375 6.019 -1.821
H 2.366 4.217 0.669
H 0.737 3.855 1.207
H 1.417 5.273 2.898
H 0.616 6.418 1.816
H 3.611 5.908 2.033
H 2.732 7.284 2.686
H 3.204 6.637 -0.257
H 3.683 8.088 0.629
H 1.978 7.792 0.278
```